Below is a molecular structure, C23H78B3FO23 in a non-equilibrium geometry, with properties calculated with ωB97M-V/def2-TZVPD.

Calculated values
multiplicity = 1
net charge = 0
HOMO level = -9.8 eV
calculated total energy = -2828.0271 Ha

Element x y z (Å)
C  -2.8630  0.7701  1.4447
C  -2.4934  0.4751  0.0347
O  -2.4575  -0.6121  -0.4660
O  -2.1680  1.5982  -0.7276
C  -0.7929  1.9250  -0.6919
O  -0.4293  2.7392  0.0938
C  0.0858  1.2792  -1.7088
B  0.7760  -0.0700  -1.2586
O  0.2659  -1.3145  -1.4766
B  1.1018  -2.2825  -0.9383
O  1.4571  -2.0896  0.3874
B  2.0069  -0.8359  0.5219
C  2.5388  -0.3421  1.9027
C  1.3987  -0.4647  2.8990
F  0.3454  0.3791  2.5070
O  2.0150  -0.0096  -0.6146
H  -2.4532  -0.0132  2.0714
H  -2.4007  1.7026  1.7493
H  -3.9397  0.8284  1.5585
H  0.8853  1.9852  -1.9080
H  -0.4891  1.0873  -2.6106
H  1.5839  -3.1522  -1.5794
H  3.3910  -0.9153  2.2556
H  2.7693  0.7166  1.8044
H  1.7160  -0.1528  3.8875
H  1.0398  -1.4907  2.9017
C  5.2696  -3.3512  -2.0131
O  5.0768  -2.6572  -0.7794
H  5.6132  -4.3529  -1.7714
H  4.3353  -3.4242  -2.5738
H  6.0236  -2.8565  -2.6295
H  4.7751  -1.7694  -0.9885
C  -4.2481  3.8390  -2.7682
O  -4.8269  3.6350  -1.4811
H  -4.9166  4.4690  -3.3505
H  -3.2774  4.3351  -2.6711
H  -4.1236  2.8822  -3.2811
H  -4.2173  3.0788  -0.9874
C  -7.5556  5.0282  -4.8523
O  -6.8082  5.1804  -6.0614
H  -7.4460  4.0028  -4.5192
H  -7.1692  5.7003  -4.0799
H  -8.6135  5.2373  -5.0124
H  -6.9044  6.0887  -6.3560
C  5.5669  -1.1994  4.0552
O  4.3120  -1.0588  4.7386
H  5.7525  -0.2827  3.5046
H  6.3793  -1.3557  4.7684
H  5.5218  -2.0274  3.3566
H  4.1259  -1.8595  5.2338
C  -2.9341  6.5454  -0.2940
O  -3.3243  7.5723  -1.2004
H  -2.2620  6.9855  0.4394
H  -3.8064  6.1375  0.2208
H  -2.4090  5.7460  -0.8237
H  -3.9188  7.1820  -1.8457
C  -1.9789  -5.0528  -2.5429
O  -1.1609  -4.1911  -1.7484
H  -1.3926  -5.9234  -2.8053
H  -2.8593  -5.3780  -1.9843
H  -2.2949  -4.5488  -3.4613
H  -1.6827  -3.4164  -1.5145
C  7.5000  -2.2308  0.6765
O  6.1703  -2.2694  1.1834
H  8.1271  -1.7947  1.4511
H  7.8662  -3.2344  0.4424
H  7.5592  -1.6088  -0.2203
H  5.6038  -2.6474  0.4971
C  -1.7080  -9.0713  -2.3057
O  -2.2723  -8.1068  -3.1904
H  -0.9726  -8.5565  -1.6926
H  -2.4697  -9.5046  -1.6530
H  -1.2093  -9.8720  -2.8573
H  -2.9243  -8.5527  -3.7365
C  -9.1141  2.9079  -1.6874
O  -8.6798  4.1357  -2.2722
H  -10.1917  2.8415  -1.7772
H  -8.6574  2.0640  -2.2113
H  -8.8369  2.8748  -0.6317
H  -7.7236  4.1683  -2.1730
C  -5.0343  -2.2350  -2.0649
O  -4.6510  -0.9967  -2.6539
H  -6.1165  -2.3251  -2.1360
H  -4.5786  -3.0749  -2.5914
H  -4.7423  -2.2618  -1.0099
H  -3.6936  -0.9328  -2.5759
C  5.4146  1.4402  -2.1701
O  4.0240  1.6714  -1.9880
H  5.8106  2.2661  -2.7549
H  5.9419  1.4058  -1.2122
H  5.5979  0.5088  -2.7169
H  3.6624  0.9455  -1.4705
C  8.2668  1.4926  4.6148
O  8.5299  0.2181  4.0432
H  7.2228  1.5071  4.9197
H  8.8935  1.6700  5.4931
H  8.4340  2.2950  3.8908
H  9.4557  0.2034  3.7733
C  11.4114  -1.9425  4.0617
O  11.4600  -0.5765  3.6481
H  10.3978  -2.1414  4.3992
H  11.6498  -2.6129  3.2328
H  12.1038  -2.1282  4.8856
H  12.3515  -0.3866  3.3474
C  0.5590  8.0492  2.0369
O  0.1590  9.0642  1.1209
H  1.2274  8.5061  2.7616
H  -0.3075  7.6381  2.5624
H  1.0898  7.2473  1.5171
H  -0.4268  8.6566  0.4774
C  -6.8892  -0.5479  0.7497
O  -7.1596  0.4512  -0.2307
H  -7.2966  -0.2033  1.6963
H  -7.3614  -1.4956  0.4777
H  -5.8094  -0.6900  0.8476
H  -6.7908  0.1415  -1.0660
C  -10.6890  -0.8225  -0.4133
O  -10.2926  0.4055  -1.0041
H  -11.7701  -0.8965  -0.5012
H  -10.2370  -1.6776  -0.9262
H  -10.4198  -0.8600  0.6470
H  -9.3327  0.4675  -0.9226
C  6.2081  -4.9934  4.2349
O  5.4612  -5.3484  3.0776
H  6.1857  -5.8332  4.9245
H  7.2461  -4.7766  3.9682
H  5.7635  -4.1201  4.7196
H  5.4927  -4.5952  2.4782